# C87H192AsF6N5P2

A molecular structure, C87H192AsF6N5P2 in a non-equilibrium geometry (the ωB97M-V functional and the def2-TZVPD basis, OMol25).

Element x y z (Å)
C: -2.9931 -0.7013 -3.9766
C: -3.7278 -0.7677 -5.2933
C: -2.8014 -0.3414 -6.4477
C: -1.7368 -1.3528 -6.6096
N: -0.5316 -0.8772 -7.3763
C: 0.1651 0.4104 -6.7968
C: 1.6183 0.3317 -7.2055
C: 1.8578 -1.1692 -7.0317
C: 0.5581 -1.9426 -7.3530
C: -0.9355 -0.4762 -8.7345
C: -1.6060 -1.4541 -9.6306
C: -2.0139 -0.7446 -10.9321
H: -3.7318 -0.5890 -3.1394
H: -2.3466 0.1425 -3.9272
H: -2.3405 -1.5878 -3.8304
H: -4.5588 -0.1509 -5.3295
H: -4.0231 -1.7835 -5.5078
H: -2.3115 0.6158 -6.2488
H: -3.3736 -0.2642 -7.3541
H: -2.1247 -2.2743 -7.0270
H: -1.3393 -1.6476 -5.6345
H: -0.3887 1.2648 -7.0618
H: 0.2222 0.2859 -5.7060
H: 1.8462 0.6430 -8.2102
H: 2.2716 0.8803 -6.5582
H: 2.7330 -1.4706 -7.6214
H: 2.1499 -1.3085 -5.9398
H: 0.5508 -2.3783 -8.3688
H: 0.2260 -2.6940 -6.5652
H: -0.0670 -0.0784 -9.2636
H: -1.6008 0.3332 -8.6190
H: -2.5467 -1.7868 -9.1754
H: -1.1029 -2.3687 -9.8854
H: -1.0991 -0.4991 -11.4643
H: -2.5379 0.1764 -10.8086
H: -2.6328 -1.3732 -11.5509
C: 4.3281 5.0193 6.1417
C: 4.1220 4.9915 4.6422
C: 2.6721 5.3743 4.3289
C: 2.4071 5.1446 2.8754
N: 0.9798 5.4373 2.4063
C: 0.1285 4.2816 2.8690
C: 0.2671 3.1317 1.8787
C: 0.9217 3.7686 0.6350
C: 0.8962 5.2945 0.8727
C: 0.3995 6.7797 2.9060
C: 1.1843 8.0044 2.5367
C: 0.4030 9.2103 3.0266
H: 4.2172 5.9659 6.6833
H: 5.2203 4.5028 6.4274
H: 3.5834 4.3577 6.5911
H: 4.3317 3.9892 4.3251
H: 4.7612 5.5732 4.0083
H: 2.5313 6.4063 4.6725
H: 2.0153 4.7069 4.9271
H: 2.7240 4.0924 2.6924
H: 3.0038 5.7440 2.2563
H: -0.9356 4.5757 2.9174
H: 0.4373 4.0332 3.8420
H: -0.7778 2.8221 1.6920
H: 0.8352 2.2562 2.1776
H: 0.3881 3.6262 -0.3030
H: 2.0278 3.4684 0.5957
H: -0.0960 5.7288 0.5460
H: 1.6252 5.8654 0.3157
H: 0.4127 6.7747 3.9778
H: -0.5923 6.7413 2.5052
H: 1.2399 8.0625 1.4433
H: 2.1713 7.9861 2.9986
H: -0.5535 9.2682 2.4962
H: 0.9109 10.2088 2.8512
H: 0.1614 9.1184 4.0913
C: -5.8130 -9.3028 -1.5569
C: -4.7476 -9.3369 -0.4856
C: -3.4711 -8.6285 -0.8484
C: -3.4806 -7.1872 -0.3918
N: -2.4096 -6.2610 -0.9165
C: -2.4693 -4.9162 -0.1190
C: -1.3999 -5.0964 0.9492
C: -0.2752 -5.7011 0.1306
C: -0.9872 -6.8333 -0.5668
C: -2.5962 -6.1018 -2.4242
C: -3.8625 -5.3250 -2.7890
C: -3.4952 -4.3281 -3.9723
H: -6.1000 -8.3139 -1.7404
H: -6.7746 -9.6769 -1.2037
H: -5.5780 -9.7348 -2.5020
H: -4.4669 -10.4181 -0.3484
H: -5.1818 -9.0153 0.4471
H: -3.3738 -8.7355 -1.9250
H: -2.6096 -9.1535 -0.4439
H: -3.5783 -7.0775 0.6907
H: -4.4325 -6.7968 -0.7180
H: -2.2021 -4.1585 -0.8057
H: -3.4585 -4.7951 0.2536
H: -1.1819 -4.1018 1.3169
H: -1.7235 -5.8317 1.7227
H: 0.0959 -4.9518 -0.5812
H: 0.4939 -5.9882 0.8309
H: -0.4998 -7.1091 -1.5100
H: -1.0002 -7.7584 -0.0166
H: -2.5469 -7.0613 -2.8899
H: -1.7831 -5.4915 -2.7066
H: -4.1896 -4.6852 -1.9730
H: -4.6953 -6.0230 -2.9163
H: -4.3603 -3.8153 -4.3319
H: -3.0681 -4.9102 -4.7856
H: -2.7846 -3.5962 -3.5970
C: 2.8501 6.7791 -6.2688
C: 4.0637 7.5290 -5.8267
C: 4.2167 8.9436 -6.5307
C: 4.7082 8.7621 -7.9736
N: 5.1598 10.0669 -8.6538
C: 5.3330 9.7617 -10.0961
C: 6.6993 9.0983 -10.1874
C: 7.4683 9.4623 -8.8708
C: 6.4999 10.4768 -8.1746
C: 4.1175 11.1186 -8.4638
C: 2.7206 10.8757 -9.0760
C: 1.7530 11.7595 -8.4748
H: 3.0428 6.4837 -7.2989
H: 1.9489 7.3860 -6.4029
H: 2.6458 5.8625 -5.6829
H: 5.0109 6.8946 -5.9659
H: 4.1410 7.7999 -4.7588
H: 4.8685 9.5397 -5.8750
H: 3.2621 9.4492 -6.5012
H: 3.8451 8.4422 -8.6163
H: 5.5189 8.0923 -8.1510
H: 5.3449 10.6911 -10.6806
H: 4.4581 9.2541 -10.4451
H: 7.2849 9.3446 -11.0555
H: 6.5601 8.0060 -10.1378
H: 8.3554 9.9946 -9.1498
H: 7.7310 8.6517 -8.2239
H: 6.7563 11.4860 -8.5983
H: 6.3920 10.5290 -7.0912
H: 4.4394 12.0372 -8.9533
H: 4.1100 11.2016 -7.3892
H: 2.3714 9.8036 -9.1726
H: 2.7536 11.0493 -10.1722
H: 1.6191 11.6980 -7.4553
H: 0.7956 11.5729 -8.9829
H: 1.9915 12.8098 -8.6898
C: 2.1459 0.7505 10.5653
C: 1.6448 -0.4852 9.9195
C: 1.9771 -0.5272 8.3757
C: 1.2373 -1.6953 7.6856
N: 1.6009 -1.9154 6.2009
C: 1.0651 -3.1751 5.5328
C: 0.0064 -2.7664 4.4763
C: -0.3505 -1.3039 4.8547
C: 1.0164 -0.8051 5.3721
C: 3.0938 -1.8615 5.9678
C: 3.9151 -2.9361 6.6847
C: 5.1049 -3.2916 5.8103
H: 3.1769 0.9783 10.2140
H: 2.1727 0.7886 11.6707
H: 1.6002 1.6525 10.2884
H: 0.5350 -0.5336 9.9853
H: 1.8671 -1.4394 10.3792
H: 3.0806 -0.6863 8.2406
H: 1.7309 0.4854 7.9040
H: 0.1842 -1.6358 7.7501
H: 1.5511 -2.6195 8.2023
H: 1.9169 -3.6175 4.9915
H: 0.6331 -3.7793 6.3478
H: 0.4332 -2.8132 3.4807
H: -0.8390 -3.3941 4.5989
H: -0.6966 -0.7359 3.9183
H: -1.1929 -1.2683 5.6514
H: 1.7342 -0.7062 4.5532
H: 1.0515 0.0788 5.9241
H: 3.4606 -0.8697 6.1413
H: 3.1414 -2.0770 4.8849
H: 3.2971 -3.7911 6.8021
H: 4.2284 -2.5850 7.6897
H: 5.7317 -4.0447 6.3162
H: 5.7651 -2.4452 5.6852
H: 4.7830 -3.6321 4.8022
C: -12.8465 2.5109 4.8116
C: -13.6740 3.3536 3.8199
C: -12.8934 4.3691 3.0098
C: -11.8335 3.7641 2.0943
P: -10.6641 4.8840 1.3356
C: -9.5563 5.7242 2.5934
C: -9.1009 4.8262 3.6802
C: -9.7426 5.2421 5.0204
C: -9.3010 4.4423 6.1969
C: -9.6496 3.9493 0.1667
C: -8.3970 3.2040 0.6493
C: -7.6777 2.3716 -0.3744
C: -6.2515 2.1841 0.1374
C: -11.4285 6.2309 0.4150
C: -11.9715 5.9766 -1.0076
C: -13.2192 5.0824 -1.0577
C: -14.0925 5.2164 -2.3098
H: -13.4876 1.7824 5.3537
H: -12.3464 3.1612 5.5398
H: -12.1146 1.8250 4.3357
H: -14.5245 3.8828 4.2871
H: -14.2483 2.7082 3.1088
H: -12.4269 5.1270 3.6095
H: -13.5769 4.9129 2.3615
H: -12.3125 3.3614 1.1643
H: -11.2477 2.9864 2.5381
H: -10.2078 6.5084 3.0025
H: -8.7044 6.1697 2.0844
H: -7.9903 4.8316 3.8122
H: -9.2499 3.8189 3.3550
H: -10.8163 5.3340 4.8636
H: -9.4797 6.3125 5.1887
H: -9.4634 3.3815 6.0095
H: -9.8262 4.7006 7.1279
H: -8.2502 4.5907 6.4764
H: -9.4796 4.5909 -0.7343
H: -10.3573 3.1487 -0.2310
H: -8.7550 2.4626 1.4118
H: -7.6522 3.8500 1.1154
H: -7.6375 2.7300 -1.4133
H: -8.2271 1.4209 -0.3575
H: -5.5276 1.7013 -0.5275
H: -6.1931 1.6529 1.1416
H: -5.8045 3.1344 0.2357
H: -10.6675 6.9170 0.1638
H: -12.1626 6.7359 1.0546
H: -11.1667 5.5330 -1.6101
H: -12.0541 6.9467 -1.4865
H: -13.8052 5.2607 -0.1767
H: -12.7737 4.1356 -0.8910
H: -13.5612 5.0521 -3.2538
H: -14.5245 6.1988 -2.3855
H: -14.8456 4.4106 -2.3608
C: 4.0303 -6.0376 0.2139
C: 4.3510 -7.2662 1.0480
C: 5.8772 -7.3244 1.4207
C: 6.2284 -8.6001 2.1831
P: 7.9817 -8.5805 2.7774
C: 9.0675 -7.6037 1.6329
C: 9.2933 -8.2212 0.2540
C: 9.9606 -7.2709 -0.7250
C: 8.9753 -6.3608 -1.3989
C: 8.5572 -10.2971 3.1211
C: 10.0341 -10.4039 3.5890
C: 10.4226 -11.8552 3.8573
C: 9.6825 -12.4520 5.1001
C: 8.1499 -7.6158 4.3110
C: 7.5477 -8.3047 5.4851
C: 7.3555 -7.3295 6.5817
C: 8.6301 -6.6349 7.0479
H: 4.4313 -6.0007 -0.8009
H: 4.4112 -5.1549 0.7652
H: 2.9323 -5.9459 0.1395
H: 4.1775 -8.1663 0.4010
H: 3.6595 -7.3706 1.8596
H: 6.1121 -6.4568 2.0585
H: 6.4393 -7.2480 0.5023
H: 6.1106 -9.5082 1.5900
H: 5.6912 -8.7938 3.1343
H: 10.0211 -7.5492 2.1519
H: 8.5742 -6.6682 1.6618
H: 8.4024 -8.6276 -0.2221
H: 9.9838 -9.0551 0.4292
H: 10.3286 -7.9795 -1.5129
H: 10.8040 -6.6110 -0.2749
H: 9.5966 -5.7869 -2.0523
H: 8.4335 -5.6677 -0.7688
H: 8.3791 -7.0301 -2.0483
H: 8.4749 -10.8654 2.1820
H: 7.8664 -10.6854 3.9211
H: 10.1891 -9.8051 4.4856
H: 10.5476 -10.0591 2.6824
H: 11.4938 -11.9566 4.0440
H: 10.2052 -12.4838 2.9785
H: 10.2363 -12.2076 5.9320
H: 9.5038 -13.5341 5.0501
H: 8.6669 -11.9877 5.2188
H: 7.7268 -6.5821 4.1980
H: 9.2059 -7.3309 4.4662
H: 8.3121 -9.0078 5.8101
H: 6.6628 -8.8968 5.2342
H: 6.8878 -7.8618 7.4549
H: 6.6603 -6.5886 6.1412
H: 8.4645 -5.9212 7.8246
H: 9.1067 -6.0379 6.2339
H: 9.4742 -7.2899 7.4193
As: 0.4201 -0.6949 0.4566
F: -0.6623 0.0180 -0.7250
F: 1.0606 -1.7480 -0.7434
F: 1.4425 -1.4624 1.6487
F: -0.2891 0.3470 1.7278
F: -0.8371 -1.8794 0.8829
F: 1.6029 0.5842 0.1087

Forces on atoms 1 to 3 (eV/Å):
C -0.8 -0.9 1.1
C 2.3 -0.5 -0.8
C -0.3 0.3 0.3

LUMO: -8.06 eV
HOMO-LUMO gap: 10.352 eV
E: -196456.75438 eV
HOMO: -18.412 eV
charge: +6